1.
# C10H7NO4V

C10H7NO4V as an isolated structure in a non-equilibrium geometry (ωB97M-V/def2-TZVPD, the OMol25 dataset).

Summary:
- Kohn-Sham gap (alpha / beta): 0.204 / 0.202 Ha
- HOMO (alpha / beta): -16.7 / -16.7 eV
- Net charge: +2
- Spin multiplicity: 4
- E: -45830.5287 eV
- Strongest force on any atom: 10.5 eV/Å

Geometry as XYZ:
```
23
C10H7NO4V ωB97M-V/def2-TZVPD
O -0.0098 -3.2198 -2.3028
C 0.2673 -2.0987 -2.1059
V 0.7231 -0.3082 -1.6967
O -3.7628 -0.1995 -4.3871
C -2.9157 -0.4033 -5.1258
C 2.1473 -0.1240 -2.9344
O 2.9326 -0.0306 -3.8002
C -0.2392 1.2734 -2.0977
O -0.7984 2.2776 -2.3171
N -0.7978 -0.6214 -0.0540
C -0.1818 -0.2057 1.1818
C 1.1652 0.1386 1.1157
C 1.7346 0.7654 2.2338
C 0.9590 0.9873 3.3794
C -0.3812 0.5712 3.4376
C -0.9693 -0.0374 2.3233
H -1.1529 -1.5811 0.0362
H -1.6703 -0.1040 -0.1891
H 1.7707 -0.0815 0.1952
H 2.7771 1.1009 2.2100
H 1.3954 1.5050 4.2330
H -0.9691 0.7339 4.3358
H -2.0241 -0.3382 2.3287
```

2.
# C10H82NO35

A 33-piece molecular cluster, C10H82NO35 overall in a non-equilibrium geometry (ωB97M-V/def2-TZVPD, the OMol25 dataset).

Summary:
- Kohn-Sham gap: 0.354 Ha
- HOMO: -7.9 eV
- Net charge: -1
- E: -84862.4694 eV
- Strongest force on any atom: 1.8 eV/Å

Geometry as XYZ:
```
128
C10H82NO35 ωB97M-V/def2-TZVPD
O -16.6216 -16.1692 1.3533
C -15.5687 -16.2568 2.3483
O -15.5132 -17.3280 2.9527
O -14.8718 -15.2094 2.5046
H -17.2485 -16.8882 1.5388
O -12.3246 -11.5418 3.8322
H -11.8118 -11.6183 3.0137
H -12.3842 -10.5813 3.9462
O -19.8806 -13.3363 -0.0398
H -19.1365 -13.3817 0.5593
H -20.5939 -12.8758 0.4032
O -12.9870 -18.9946 4.3435
H -12.8747 -18.0376 4.3312
H -13.3665 -19.1876 3.4837
O -12.6659 -16.0268 3.9170
H -12.1673 -16.1537 3.1016
H -13.5322 -15.7043 3.6223
O -9.7197 -14.4835 2.4909
H -10.5032 -13.9378 2.6698
H -9.4420 -14.2571 1.5988
O -17.3746 -13.4914 1.1091
H -17.1340 -14.3334 1.5121
H -16.9971 -12.7789 1.6351
O -20.0516 -20.4205 1.1369
H -19.5901 -20.4422 1.9792
H -20.3453 -21.3348 1.0038
O -12.4286 -20.3334 0.3528
H -12.7452 -20.3614 1.2694
H -13.2320 -20.2741 -0.1743
O -17.6911 -20.6589 -2.2701
H -18.4566 -20.1284 -1.9804
H -17.6942 -20.6075 -3.2314
O -14.4056 -20.5953 5.8528
H -13.8979 -19.9101 5.4104
H -13.8107 -21.0248 6.4684
O -10.7318 -11.8070 0.8021
H -11.2538 -12.5988 0.8585
H -9.9556 -12.0530 0.2944
O -14.8687 -19.9184 2.2177
H -15.2523 -19.1068 2.5649
H -15.2136 -19.9526 1.3128
O -14.6135 -19.8404 -1.5334
H -14.3630 -19.9162 -2.4552
H -15.4796 -19.4049 -1.5228
O -13.4962 -16.8611 -0.7677
H -13.7775 -17.7544 -0.9830
H -14.2613 -16.2842 -0.8971
O -12.4693 -12.8262 6.6756
H -12.0573 -13.6908 6.5671
H -12.2361 -12.3572 5.8560
O -15.6705 -16.3672 8.0566
H -15.9670 -16.7440 7.2373
H -14.7454 -16.1886 7.9017
O -17.4564 -21.9438 3.0705
H -16.7309 -22.2808 3.6283
H -17.0521 -21.7546 2.2173
O -16.7404 -17.4549 5.6768
H -17.0332 -18.3514 5.7166
H -16.1984 -17.4645 4.8680
O -17.2099 -20.2441 5.4949
H -17.2987 -20.5462 4.5843
H -16.3180 -20.4672 5.8024
O -10.9563 -15.2487 6.1118
H -10.2500 -14.8229 5.6132
H -11.5744 -15.5100 5.4302
O -20.4045 -16.0555 -0.4783
H -20.2263 -15.1080 -0.5052
H -20.9971 -16.1626 0.2975
O -13.8984 -11.7562 -1.4076
H -13.2872 -11.0413 -1.6431
H -13.5591 -12.0887 -0.5531
O -15.6576 -14.7752 -1.3217
H -16.0946 -14.6402 -0.4711
H -15.0322 -14.0303 -1.3856
O -12.5954 -14.0755 1.1611
H -12.2153 -14.9478 1.0255
H -13.3627 -14.2739 1.7241
O -16.7340 -17.8704 -1.1842
H -17.6945 -18.0185 -1.1366
H -16.4857 -17.3995 -0.3772
O -17.1308 -12.3650 6.1287
H -16.7678 -12.6078 5.2687
H -16.5075 -12.7569 6.7566
O -17.2536 -20.9749 0.5923
H -18.1080 -20.5026 0.6445
H -17.1124 -21.1037 -0.3489
O -15.7538 -12.8417 3.5422
H -14.8096 -12.7021 3.7342
H -15.7603 -13.7514 3.2485
O -19.3478 -18.3563 -0.9496
H -19.6871 -19.0325 -0.3585
H -19.8788 -17.5366 -0.8697
O -11.5850 -16.8078 1.3728
H -12.2222 -17.0720 0.6896
H -11.0226 -17.5754 1.5214
O -16.7347 -10.9591 -0.6450
H -17.3052 -11.7359 -0.7233
H -15.8616 -11.3223 -0.8467
C -24.2576 -16.7248 2.6162
C -23.2231 -15.9548 1.8126
C -23.0669 -14.4797 2.2258
C -22.4094 -14.3214 3.5988
C -21.0276 -14.8872 3.4991
C -21.0423 -16.4238 3.1857
N -21.8445 -16.5505 1.9333
O -21.9629 -17.9563 1.6365
C -19.6617 -16.9715 2.8585
C -21.6132 -17.2055 4.3612
C -23.6626 -16.0067 0.3597
H -24.3148 -17.8058 2.4424
H -25.2524 -16.3072 2.4317
H -24.1896 -16.6451 3.6929
H -22.3561 -14.0173 1.5381
H -24.0538 -13.9976 2.2687
H -22.9284 -14.8697 4.3867
H -22.3334 -13.3073 3.9893
H -20.4336 -14.6888 4.3910
H -20.4154 -14.4091 2.7360
H -19.2079 -16.6496 1.9331
H -18.9828 -16.6540 3.6282
H -19.5731 -18.0369 2.7079
H -20.9169 -17.0979 5.2121
H -22.6058 -16.8678 4.6545
H -21.5411 -18.2596 4.0988
H -23.9005 -17.0217 0.0619
H -22.9701 -15.5314 -0.3162
H -24.5421 -15.3817 0.1356
H -22.4445 -18.3408 2.3791
```

3.
# C10H8Cl2FNO5W

C10H8Cl2FNO5W as an isolated structure in a non-equilibrium geometry (ωB97M-V/def2-TZVPD, the OMol25 dataset).

Summary:
- Kohn-Sham gap (alpha / beta): 0.289 / 0.249 Ha
- HOMO (alpha / beta): -8.0 / -8.6 eV
- Net charge: 0
- Spin multiplicity: 3
- E: -51815.3224 eV
- Strongest force on any atom: 3.5 eV/Å

Geometry as XYZ:
```
28
C10H8Cl2FNO5W ωB97M-V/def2-TZVPD
W 0.4505 -0.9912 -0.8525
O 1.4260 -3.8754 -0.2056
C 1.5598 -2.5916 0.1628
O 2.3217 -1.7900 -0.4978
C 1.1388 -2.2715 1.5795
O 0.0893 -1.2809 1.4432
C -1.2421 -1.8392 1.5161
C -1.5291 -2.8158 0.3496
O -2.2398 -3.7691 0.5340
O -0.9418 -2.4861 -0.7694
H 1.7453 -3.9841 -1.1119
H 0.7783 -3.1555 2.1031
H 1.9498 -1.7952 2.1249
H -1.3781 -2.3464 2.4690
H -1.9225 -0.9933 1.4354
Cl -3.1898 2.1777 -0.6198
C -1.5599 2.7383 -0.6181
C -1.2814 4.0893 -0.5305
C 0.0300 4.5444 -0.5307
C 1.0805 3.6438 -0.6328
C 0.7808 2.3050 -0.7215
Cl 2.0030 1.0731 -0.8881
C -0.5315 1.7823 -0.6968
N -0.6835 0.4452 -0.7277
H -2.1049 4.7866 -0.4601
H 0.2333 5.6030 -0.4526
H 2.1085 3.9802 -0.6532
F 0.9088 -1.1835 -2.7487
```

4.
# C10H8ClF16O2Pb

C10H8ClF16O2Pb as an isolated structure in a non-equilibrium geometry (ωB97M-V/def2-TZVPD, the OMol25 dataset).

Summary:
- Kohn-Sham gap: 0.148 Ha
- HOMO: -12.6 eV
- Net charge: +1
- E: -75830.8934 eV
- Strongest force on any atom: 5.9 eV/Å

Geometry as XYZ:
```
38
C10H8ClF16O2Pb ωB97M-V/def2-TZVPD
Pb -4.3472 -5.9703 -6.7639
Cl -2.2186 -2.9237 -5.2148
C -2.6869 2.1204 -1.7660
C -3.9320 2.6632 -2.5448
C -4.6955 1.6046 -3.3227
F -5.3455 0.8654 -2.4634
F -5.6246 2.1963 -4.0583
F -4.7398 3.3280 -1.7750
F -3.4421 3.5764 -3.4364
O -1.8008 3.1189 -1.3119
C -1.7497 3.1536 0.1247
C -0.8183 4.2526 0.6424
F -1.1429 5.5590 0.3925
F -0.9794 4.1291 1.9125
F -2.9365 3.4199 0.5867
F -1.5321 1.9549 0.4527
H -2.0777 1.4275 -2.3464
H -3.1701 1.5067 -1.0058
H -4.0931 0.9800 -3.9822
H 0.2276 4.1118 0.3697
C 3.4167 -2.5899 1.4890
C 2.1003 -2.6689 0.5498
C 2.4527 -3.2374 -0.8815
F 3.4714 -2.6094 -1.3796
F 2.8332 -4.5625 -0.9329
F 1.0939 -3.4044 1.0785
F 1.6251 -1.4508 0.2991
O 3.1461 -2.3861 2.8341
C 4.0948 -1.4581 3.5850
C 3.5681 -1.4448 5.0467
F 3.3594 -2.6987 5.5963
F 4.2414 -0.6679 5.9488
F 5.3308 -1.9519 3.5295
F 4.0359 -0.3083 2.9253
H 4.1622 -1.9789 0.9801
H 3.9523 -3.5392 1.4849
H 1.6289 -3.1468 -1.5895
H 2.5919 -0.9703 4.9469
```

5.
# C10H8FeN2O5Se

C10H8FeN2O5Se as an isolated structure in a non-equilibrium geometry (ωB97M-V/def2-TZVPD, the OMol25 dataset).

Summary:
- Kohn-Sham gap (alpha / beta): 0.306 / 0.205 Ha
- HOMO (alpha / beta): -15.1 / -16.8 eV
- Net charge: +2
- Spin multiplicity: 5
- E: -123431.0147 eV
- Strongest force on any atom: 6.5 eV/Å

Geometry as XYZ:
```
27
C10H8FeN2O5Se ωB97M-V/def2-TZVPD
O -2.0244 -2.2143 0.6060
C -1.2639 -1.3825 0.3784
Fe 0.0000 0.0000 0.0000
O -2.2036 2.1008 0.3151
C -1.3758 1.3116 0.1968
C 1.3758 -1.3116 -0.1968
O 2.2036 -2.1009 -0.3152
C -0.4021 -0.1423 -1.8628
O -0.6439 -0.2279 -2.9836
C 0.4021 0.1424 1.8628
O 0.6440 0.2279 2.9835
C 3.7467 0.7949 -2.4598
N 3.9752 1.2230 -1.0840
C 5.1606 1.2666 -0.4441
C 4.9573 1.7922 0.8159
N 3.6484 2.0781 0.9562
C 3.0399 2.7052 2.1266
C 3.0647 1.7097 -0.2097
Se 1.3948 2.0060 -0.6187
H 3.0387 -0.0588 -2.4777
H 4.7011 0.4829 -2.9375
H 3.3197 1.6351 -3.0501
H 6.1091 0.9661 -0.8739
H 5.7165 1.9838 1.5628
H 3.2083 2.0710 3.0200
H 3.5002 3.7018 2.2917
H 1.9476 2.8462 1.9925
```

6.
# C10H8N2O2

One molecule with the formula C10H8N2O2 in a non-equilibrium geometry (ωB97M-V/def2-TZVPD, the OMol25 dataset).

Summary:
- Kohn-Sham gap: 0.273 Ha
- HOMO: -8.0 eV
- Relative energy (zero: lowest compared OMol25 entry of this formula, charge and spin): 2.829 eV
- Net charge: 0
- E: -17570.7947 eV
- Strongest force on any atom: 7.4 eV/Å

Geometry as XYZ:
```
22
C10H8N2O2 ωB97M-V/def2-TZVPD
N 0.4958 -0.7962 0.1823
N 0.0845 0.0381 -0.8000
O 4.2393 -0.8205 3.0090
O 2.3156 -1.1734 1.7565
C 1.8932 -0.9071 0.4823
C 3.5877 -0.6710 1.8823
C 2.9163 -0.4262 -0.2953
C 3.9711 -0.1568 0.6949
C -3.9520 0.6497 -0.7606
C -3.0355 1.7195 -0.7304
C -3.5524 -0.6403 -0.8857
C -1.6620 1.6348 -0.9036
C -2.1622 -0.7401 -1.0292
C -1.2343 0.2756 -0.9474
H 3.5032 -0.9200 3.6666
H 2.7849 -0.1772 -1.3352
H 4.8960 0.3061 0.4207
H -5.0102 0.8006 -0.8128
H -3.4285 2.7590 -0.7078
H -4.0942 -1.5212 -1.0055
H -1.0224 2.4604 -0.7829
H -1.5338 -1.6939 -1.0982
```

7.
# C10H8N8O5S4

One molecule with the formula C10H8N8O5S4 in a non-equilibrium geometry (ωB97M-V/def2-TZVPD, the OMol25 dataset).

Summary:
- Kohn-Sham gap: 0.266 Ha
- HOMO: -9.4 eV
- Net charge: 0
- E: -75990.8418 eV
- Strongest force on any atom: 8.1 eV/Å

Geometry as XYZ:
```
35
C10H8N8O5S4 ωB97M-V/def2-TZVPD
O -0.7829 9.1364 -0.3009
O 1.0172 8.5688 1.1579
O 4.1804 -6.6298 0.2022
O 2.8976 -8.7680 0.2015
N 0.3049 4.1808 -0.1401
N -0.2140 -5.3302 0.8658
N 0.7759 5.4666 -0.3458
N 0.5011 -6.4966 0.6697
N -1.7511 2.9701 0.3004
N -0.2355 -3.0307 0.2245
O -1.3440 -0.4928 0.0061
S -1.7195 5.7415 -0.1750
S 1.7525 -4.7286 -0.5371
C -0.9711 4.1599 0.0417
C 0.3188 -4.3304 0.2844
C -0.0906 6.4468 -0.1994
C 1.5723 -6.3230 -0.0671
C -3.2067 0.5185 0.8713
C -3.2836 -0.9188 1.1043
C -2.0244 0.6617 0.1159
C -2.0914 -1.5253 0.6494
C -1.3798 1.8710 -0.2610
C -1.4327 -2.8460 0.8256
N 1.4943 8.5050 -1.2305
N 2.9254 -7.5689 -1.6914
S 0.3128 8.1939 -0.0519
S 2.9041 -7.3513 -0.0585
H -3.9071 1.4212 1.0585
H -3.9584 -1.3323 1.8159
H -0.4523 1.7465 -0.7852
H -1.9809 -3.6584 1.3308
H 2.3687 8.3090 -0.6804
H 1.3729 9.4963 -1.4263
H 3.8693 -7.8504 -1.8801
H 2.2579 -8.2124 -1.8951
```